(1)
{"formula": "C26H32NO6V", "method": "the ωB97M-V functional and the def2-TZVPD basis", "symbols": ["C", "C", "C", "H", "C", "C", "C", "H", "O", "H", "H", "C", "H", "C", "H", "H", "C", "C", "H", "C", "N", "C", "H", "H", "C", "C", "H", "H", "C", "O", "H", "H", "H", "C", "C", "C", "H", "H", "O", "C", "O", "H", "H", "C", "H", "H", "O", "H", "H", "H", "C", "C", "V", "C", "H", "H", "C", "C", "H", "H", "H", "H", "H", "O", "C", "H"], "xyz": [[-0.3203, 2.4655, -2.6367], [-1.3678, -1.9924, -6.4066], [1.9659, 2.6423, 7.3029], [-0.9934, 1.5060, -5.4781], [-0.9981, 1.0960, -2.5116], [1.0329, -1.9746, 0.5067], [-2.3000, 0.4491, 1.4296], [-0.9201, 3.2851, -2.2305], [0.4798, 0.7779, 2.8513], [-0.9867, -4.2588, 1.9589], [-2.0461, 1.4997, 1.2706], [0.3507, 0.3242, 4.0426], [0.7433, 0.3698, -7.6158], [-0.1357, 0.8398, -5.6537], [0.8594, 2.2751, -0.8058], [1.5313, -1.4854, -0.3289], [0.9551, 1.1328, 5.1718], [-0.2959, -3.4508, 1.7125], [0.2100, -0.6506, -3.0596], [1.1511, -1.8684, -6.4078], [2.5000, 3.4092, 8.3835], [1.5209, 0.4921, 6.2926], [-1.5944, 0.8334, -3.3891], [-2.2875, -0.3958, -0.6687], [1.4913, -1.9791, 1.8578], [0.1807, 0.1191, -2.2697], [-2.2831, -1.4230, -6.2115], [-1.6412, 1.0747, -1.6248], [-2.4021, -0.5654, 0.3941], [-0.2213, -0.4316, -4.9091], [2.4688, 0.7523, 8.2248], [1.1964, -2.7613, -5.7753], [2.0137, -1.2203, -6.2107], [-0.1550, 0.1892, -7.0241], [0.6877, -2.9033, 2.5944], [-2.7816, -1.8070, 1.0206], [-1.4016, -2.3596, -7.4393], [-2.9888, -2.7424, 0.5110], [2.4337, 4.6586, 8.3404], [-0.0969, -2.8645, 0.4095], [1.4290, 0.8585, -2.2511], [0.8686, -3.2205, 3.6192], [0.5082, 3.0321, 4.2434], [-2.6515, -0.1862, 2.6743], [-3.2556, -2.3012, 3.1673], [1.3427, 4.3835, 6.1678], [3.0293, 2.7963, 9.3405], [-0.1301, 2.6716, -3.7019], [1.5430, -0.6001, 6.3373], [1.2126, -2.1926, -7.4535], [-2.9199, -1.5749, 2.4322], [-0.1492, -1.1195, -6.1986], [-0.7857, -1.2369, 1.7135], [1.4023, 3.2973, 6.1854], [2.3851, -1.4734, 2.2203], [1.8106, 2.9434, -2.1756], [0.9191, 2.5384, 5.1245], [2.0262, 1.2367, 7.3548], [-1.0763, 0.3284, -7.5931], [0.0666, -0.3806, -1.2777], [0.8037, 1.3393, -5.3827], [-2.7571, 0.3175, 3.6292], [-0.6256, -3.1245, -0.5053], [-0.2499, -0.7521, 4.3564], [1.0151, 2.2193, -1.9099], [-1.3164, -2.8573, -5.7348]], "lowdin_charge": [-0.160, -0.022, -0.188, 0.115, -0.160, -0.148, -0.114, 0.111, -0.066, 0.119, 0.122, -0.614, 0.112, -0.154, 0.130, 0.107, -0.178, -0.157, 0.104, -0.023, -0.454, -0.053, 0.095, 0.084, -0.103, -0.193, 0.090, 0.079, -0.169, -0.133, 0.095, 0.087, 0.095, -0.078, -0.115, -0.185, 0.090, 0.116, -0.117, -0.196, -0.141, 0.121, 0.100, -0.108, 0.121, 0.094, -0.120, 0.086, 0.101, 0.091, -0.125, -0.573, 0.841, -0.031, 0.131, 0.121, -0.057, -0.032, 0.113, 0.081, 0.127, 0.126, 0.116, -0.066, -0.176, 0.088], "de_lowest_kcal_mol": 0.0, "multiplicity": 4, "lumo_energy_ev": [1.596, 1.603], "homo_lumo_gap_ev": [2.76, 6.30], "total_charge": -1}

=====

(2)
{"formula": "C26H33ClN4O3", "method": "the ωB97M-V functional and the def2-TZVPD basis", "symbols": ["C", "H", "C", "H", "H", "H", "C", "H", "O", "N", "H", "H", "C", "H", "C", "H", "H", "C", "H", "C", "H", "H", "C", "H", "C", "H", "C", "N", "H", "H", "H", "H", "C", "C", "H", "H", "C", "O", "H", "C", "H", "C", "C", "C", "C", "C", "H", "N", "C", "H", "C", "C", "H", "H", "Cl", "C", "C", "H", "H", "H", "N", "C", "H", "H", "C", "H", "O"], "xyz": [[2.8692, 1.0116, -2.8511], [1.8147, 2.0393, -0.8106], [-3.4907, 0.6237, -1.0409], [-0.4697, 0.2253, 0.8548], [-1.2215, -3.5533, 2.8836], [2.9861, -1.1095, -3.3219], [0.9590, -2.2474, -0.0357], [-2.6699, 1.3950, 2.6234], [0.4336, -0.0464, -1.5723], [2.7406, 1.7291, -0.5534], [-2.8768, 0.1494, 1.3739], [2.9425, -3.5110, -1.3254], [-1.6958, 3.2194, 1.0006], [-2.0374, 3.6203, 1.9599], [-4.7586, 0.6856, -0.4770], [-0.9063, -1.8914, -1.0311], [-3.9299, -2.1177, -2.9794], [-1.2008, -2.7163, 0.9113], [0.1604, 2.5029, 0.1545], [2.2717, 0.8973, 1.7541], [1.1219, 0.9879, 3.5661], [1.2570, -3.5989, 3.0444], [-0.4282, -2.2554, -0.1381], [-1.4545, 1.2287, -0.9585], [-2.3029, 1.0316, 1.6587], [2.9897, 2.8652, 1.1604], [-3.2061, -0.3891, -1.9467], [-2.5378, 2.0834, 0.6862], [-1.8273, 3.9871, 0.2342], [-4.9770, 1.4745, 0.2265], [-2.2225, -0.4353, -2.3940], [4.1580, 1.5565, 0.8955], [1.2528, 1.6085, 2.6736], [-0.8220, 0.6636, 1.8020], [3.8526, -1.1993, 0.4647], [2.9527, 0.3357, 2.3947], [-0.2077, 2.8573, 1.1343], [4.5194, 0.4864, -1.1792], [-6.6968, -0.2067, -0.3503], [0.7651, -3.2205, 2.1630], [1.7361, 0.1738, 1.1379], [3.0997, 1.8235, 0.8443], [-4.1653, -1.3300, -2.2775], [-0.6106, -3.1973, 2.0704], [3.7019, -2.2684, 0.2757], [-2.4382, 1.6434, -0.6991], [-2.6008, 2.5299, -1.3252], [-0.0755, 1.8535, 2.1667], [1.5641, -2.7527, 1.1227], [3.6590, 1.1766, -3.5839], [1.4030, -0.7265, -1.8600], [2.2286, -0.3691, -3.0830], [-6.1691, -2.0088, -1.9506], [-0.7039, -0.0855, 2.5881], [-2.9234, -2.6948, 0.7613], [3.0736, -2.4453, -1.1059], [-5.4221, -1.2692, -1.7012], [1.5367, -0.3030, -3.9256], [3.7472, -1.9973, -1.8303], [4.6694, -2.7724, 0.3242], [1.7739, -1.8000, -1.1066], [-5.7162, -0.2581, -0.8015], [2.1138, 1.7901, -2.9547], [1.6658, 2.5691, 2.9974], [3.4741, 1.0471, -1.4530], [0.3619, 3.7449, 1.4207], [2.9092, -2.8405, 1.2938]], "lowdin_charge": [-0.075, 0.113, -0.219, 0.098, 0.107, 0.105, -0.129, 0.126, 0.043, 0.075, 0.087, 0.144, -0.166, 0.122, -0.044, 0.103, 0.102, -0.658, 0.102, -0.136, 0.117, 0.123, -0.034, 0.093, -0.154, 0.117, -0.067, -0.164, 0.118, 0.114, 0.101, 0.118, -0.190, -0.161, 0.109, 0.111, -0.168, 0.051, 0.100, 0.009, 0.092, -0.155, -0.108, -0.102, -0.136, -0.145, 0.134, -0.166, -0.210, 0.125, -0.431, -0.071, 0.098, 0.127, 0.728, -0.089, -0.108, 0.129, 0.114, 0.138, 0.041, -0.084, 0.117, 0.116, -0.509, 0.124, -0.014], "smiles": "O=C(CCC(=O)N1CCOc2ccc(Cl)cc21)NCCCN1CCN(Cc2ccccc2)CC1", "de_lowest_kcal_mol": 6.5, "lumo_energy_ev": 0.641, "homo_lumo_gap_ev": 8.42, "total_charge": 0}

=====

(3)
{"formula": "C26H33EuN5OS3", "method": "the ωB97M-V functional and the def2-TZVPD basis", "symbols": ["H", "O", "C", "C", "H", "C", "C", "C", "H", "C", "C", "C", "C", "H", "C", "C", "C", "C", "C", "H", "H", "N", "C", "H", "S", "H", "H", "H", "H", "H", "C", "H", "H", "N", "H", "H", "C", "H", "H", "H", "H", "C", "S", "H", "C", "H", "H", "C", "H", "H", "H", "H", "N", "H", "H", "N", "H", "S", "C", "Eu", "N", "C", "C", "C", "H", "H", "C", "H", "C"], "xyz": [[1.6857, -2.1462, 0.7912], [0.8812, 4.5251, -3.2134], [0.1385, 5.6427, 5.2196], [0.6788, 0.9612, 3.1521], [-3.1029, -2.8513, 0.6610], [4.5530, -1.4441, 2.4537], [-0.4854, 4.5998, 5.8848], [-3.7071, -2.9339, -1.4348], [0.5932, 1.3939, 4.1456], [0.5962, -1.5936, -8.3536], [-0.9851, 3.5180, 5.1692], [-3.0030, -1.6819, -1.7793], [2.5216, -2.2758, 1.4719], [2.2710, 2.2927, 2.5925], [4.6911, -2.6277, 3.1701], [2.6555, -3.4524, 2.1925], [3.4722, -1.2646, 1.6015], [2.0372, 1.2262, 2.5856], [-5.1790, -2.6010, -1.1495], [-5.6621, -2.1611, -2.0222], [3.3082, -0.1468, -0.2430], [2.0684, 0.7147, 1.2055], [3.3208, 0.0221, 0.8276], [-3.5470, -4.4573, 0.0689], [0.2898, 0.0575, -4.6875], [5.5408, -2.7630, 3.8270], [-1.4764, 2.7054, 5.6947], [1.3034, -0.9409, -8.8680], [-0.5850, 4.6243, 6.9621], [4.1383, 0.7040, 1.0643], [-0.8705, 3.4832, 3.7868], [-1.8513, 1.5748, 3.6830], [0.5268, 6.4848, 5.7774], [-2.4531, -0.7116, -2.0454], [-0.1725, 4.5226, 2.0358], [-2.1541, 2.6112, 2.2833], [0.2582, 5.6110, 3.8342], [-0.3965, -1.4830, -8.7923], [0.7339, 6.4315, 3.3121], [-0.2519, 0.6844, -8.1996], [-5.2745, -1.9140, -0.3083], [1.0205, 0.8309, 0.4270], [0.9517, 0.1451, -1.1117], [-4.0383, -3.4693, -3.5250], [0.1862, -0.1643, -6.3859], [5.3005, -0.6637, 2.5537], [0.9110, -2.6218, -8.4952], [0.3532, 3.5454, -3.1034], [2.7934, 0.6921, 3.1553], [-0.4705, 1.7006, -6.8250], [-2.5477, -4.1431, -2.8336], [0.4755, -0.1104, 3.2091], [0.5683, -1.3132, -6.9225], [-4.1209, -4.8147, -2.3815], [-5.6985, -3.5260, -0.8996], [-0.3142, 1.6174, 2.2871], [3.8491, -4.5502, 3.6013], [-1.1793, 2.4811, -0.0473], [-1.4075, 2.3079, 3.0075], [-1.0550, 1.2204, -2.6205], [-0.2508, 0.7960, -7.1991], [-3.0335, -3.5309, -0.1892], [-0.2464, 4.5357, 3.1191], [-0.1648, 1.6213, 0.9834], [1.9205, -4.2405, 2.0844], [-1.9844, -3.7594, -0.3804], [3.7418, -3.6292, 3.0432], [0.9232, -2.0030, -6.2811], [-3.5894, -3.8954, -2.6275]], "lowdin_charge": [0.094, 0.130, -0.063, -0.074, 0.092, -0.040, -0.058, -0.585, 0.138, -0.042, -0.042, -0.105, -0.043, 0.152, -0.057, -0.065, -0.231, -0.071, -0.029, 0.096, 0.086, -0.075, -0.096, 0.100, 0.493, 0.115, 0.119, 0.101, 0.114, 0.140, -0.233, 0.139, 0.114, 0.067, 0.098, 0.083, -0.061, 0.098, 0.111, 0.109, 0.094, -0.657, 0.601, 0.095, -0.852, 0.120, 0.099, -0.065, 0.139, 0.105, 0.093, 0.151, -0.037, 0.101, 0.101, -0.078, 0.113, 0.616, -0.098, 0.917, 0.137, -0.032, -0.041, -0.674, 0.109, 0.092, -0.064, 0.129, -0.030], "de_lowest_kcal_mol": 2.0, "multiplicity": 8, "lumo_energy_ev": [-5.933, -5.914], "homo_lumo_gap_ev": [7.18, 7.58], "total_charge": 2}

=====

(4)
{"formula": "C26H33N2O3S2", "method": "the ωB97M-V functional and the def2-TZVPD basis", "symbols": ["H", "C", "H", "C", "C", "O", "C", "C", "H", "H", "H", "C", "H", "C", "O", "C", "H", "C", "C", "N", "C", "H", "H", "C", "H", "H", "H", "H", "H", "C", "C", "C", "S", "H", "H", "S", "C", "H", "H", "C", "C", "H", "C", "O", "C", "C", "C", "H", "H", "H", "C", "C", "H", "H", "C", "H", "C", "H", "H", "H", "H", "H", "H", "N", "H", "H"], "xyz": [[0.8963, -2.8697, -6.2262], [2.2219, -4.6438, -4.6358], [7.9072, -3.1406, -1.1619], [1.1828, -2.4659, -5.2562], [-1.8255, -1.4923, 3.0083], [4.8105, -3.9505, -3.2811], [3.5853, -2.8612, -5.7857], [0.6030, 0.4305, -1.4546], [-1.8232, 3.2458, 0.0809], [6.1388, -1.3214, 0.4948], [-2.4606, -1.5599, 2.1261], [1.7752, -0.1071, -0.8819], [0.0753, 1.7774, 0.0706], [-2.9787, 1.9453, -3.3393], [-5.2707, 2.9895, -4.4115], [6.0097, -2.3965, 0.6162], [7.0811, -1.7464, -1.8491], [4.5000, -2.5477, -1.4330], [6.9852, -2.8110, -1.6406], [-1.1058, -0.2174, 3.0057], [2.4800, -3.1334, -4.7536], [6.4864, -4.9930, 0.0199], [5.1792, -2.5767, 1.2981], [-2.0018, 0.9402, 3.0068], [-2.6410, 0.9138, 2.1252], [-2.4550, -1.5591, 3.8948], [-3.8795, 4.1419, -0.9712], [-3.3325, 1.6018, -4.2978], [5.5096, -5.1207, -1.4479], [3.7242, -1.5957, -0.8633], [0.2644, -0.1171, 3.0116], [-1.8335, 1.4374, -2.7707], [1.0028, 1.3813, 3.0236], [4.7388, -4.7978, 0.1060], [1.3019, -1.2626, -3.2430], [1.2169, -1.4895, 2.9973], [2.5427, -1.0841, -1.4894], [-1.1274, -2.3259, 3.0073], [4.5067, -3.3708, -5.5071], [-2.1465, 2.8799, -0.8789], [-1.3850, 1.8940, -1.5211], [-1.2782, 0.6799, -3.2949], [5.7652, -3.0790, -0.7434], [-5.5608, 4.3281, -2.7141], [5.6182, -4.5907, -0.5023], [2.9133, -2.5828, -3.3883], [4.1248, -3.0905, -2.7416], [3.1304, -5.1692, -4.3445], [6.8847, -3.3348, -2.5904], [-1.4311, 1.8657, 3.0032], [2.1887, -1.6289, -2.7650], [-3.7126, 2.9187, -2.6898], [1.3155, -1.3905, -5.3735], [0.3572, -2.6461, -4.5678], [-0.1865, 1.3812, -0.8961], [2.0735, 0.2614, 0.0847], [-3.2903, 3.3821, -1.4570], [3.7921, -1.7935, -5.8491], [6.9126, -2.7871, 1.0845], [1.8717, -5.0561, -5.5819], [3.9871, -1.1991, 0.0995], [0.3072, 0.0515, -2.4135], [3.2877, -3.2006, -6.7776], [-4.9264, 3.4467, -3.3115], [-2.6330, 0.9176, 3.8942], [1.4577, -4.8424, -3.8852]], "lowdin_charge": [0.081, -0.044, 0.079, -0.071, -0.119, 0.034, -0.046, -0.058, 0.119, 0.085, 0.074, 0.025, 0.089, 0.000, 0.048, -0.063, 0.085, -0.072, -0.048, -0.307, -0.527, 0.080, 0.089, -0.124, 0.069, 0.074, 0.117, 0.117, 0.072, 0.049, -1.426, -0.004, 0.385, 0.090, 0.078, 0.391, -0.179, 0.008, 0.075, -0.004, -0.192, 0.103, -0.527, 0.052, -0.045, -0.073, -0.297, 0.075, 0.072, 0.004, 0.035, -0.159, 0.083, 0.084, 0.000, 0.107, 0.003, 0.087, 0.081, 0.080, 0.111, 0.077, 0.079, -0.326, 0.075, 0.088], "lumo_energy_ev": 0.386, "homo_lumo_gap_ev": 3.82, "total_charge": -1}